A cluster of 2 separate species, C3H5NO2 in total at a distorted geometry, computed with ωB97M-V/def2-TZVPD.

Structure (XYZ):
```
11
Properties=species:S:1:pos:R:3
C 1.77 -0.52 0.21
C 0.59 -0.59 -0.64
N -0.17 -0.81 -1.48
H 1.58 -0.98 1.18
H 2.08 0.52 0.36
H 2.52 -1.08 -0.34
O -0.55 0.71 0.88
C -1.69 0.90 0.49
O -2.22 0.45 -0.63
H -2.38 1.50 1.09
H -1.53 -0.10 -1.13
```

Values from the calculation:
Lowest unoccupied orbital energy in eV: 0.84
Highest occupied orbital energy in eV: -10.3
Kohn-Sham gap in Ha: 0.408
Energy in eV: -8776.73658
ΔE to the lowest compared entry with this formula, charge and spin in eV: 0.9581

A structure of composition C18H23AuBrN4O2 at a distorted geometry, computed with ωB97M-V/def2-TZVPD.

Structure (XYZ):
```
49
Properties=species:S:1:pos:R:3
Au 0.37 0.39 -1.55
O -4.07 3.04 -2.86
C -3.22 2.49 -3.77
C -3.61 2.26 -5.08
C -2.73 1.69 -5.99
C -1.45 1.37 -5.59
C -1.05 1.61 -4.29
C -1.92 2.16 -3.36
C -1.47 2.51 -1.94
O -0.17 2.34 -1.70
N -2.34 1.76 -1.00
N -1.90 0.80 -0.24
C -2.71 0.20 0.57
C -2.33 -0.87 1.44
Br -0.45 -1.20 1.51
C -3.23 -1.60 2.13
C -3.18 -2.76 2.99
C -2.03 -3.39 3.47
C -2.12 -4.53 4.25
C -3.35 -5.08 4.57
C -4.50 -4.44 4.14
C -4.42 -3.31 3.36
H -4.89 3.30 -3.30
H -4.62 2.53 -5.39
H -3.05 1.52 -7.00
H -0.75 0.94 -6.30
H -0.04 1.39 -3.96
H -1.75 3.57 -1.78
H -3.32 2.04 -0.96
H -3.77 0.47 0.61
H -4.25 -1.25 1.96
H -1.05 -2.99 3.26
H -1.21 -5.00 4.60
H -3.41 -5.97 5.17
H -5.47 -4.84 4.41
H -5.33 -2.82 3.04
N 4.69 -2.77 -0.60
C 3.20 -2.84 -0.62
C 2.61 -1.52 -1.16
N 1.19 -1.60 -1.40
H 5.10 -3.61 -0.19
H 4.99 -1.95 -0.05
H 5.05 -2.65 -1.56
H 2.83 -3.00 0.40
H 2.89 -3.68 -1.24
H 3.09 -1.24 -2.10
H 2.78 -0.73 -0.43
H 0.69 -1.92 -0.57
H 0.95 -2.22 -2.17
```

Values from the calculation:
Lowest unoccupied orbital energy in eV: -4.13
Highest occupied orbital energy in eV: -9.1
Total charge: +1
Kohn-Sham gap in Ha: 0.182
Energy in eV: -102820.35930
ΔE to the lowest compared entry with this formula, charge and spin in eV: 0.0000

An isolated molecule of CH3N5O at a distorted geometry, computed with ωB97M-V/def2-TZVPD.

Structure (XYZ):
```
10
Properties=species:S:1:pos:R:3
H 1.80 -0.95 -0.35
N 1.06 -1.81 -0.06
C -0.10 -1.10 -0.03
O -1.32 -1.45 0.14
N -2.24 -0.24 -0.04
N -1.53 0.73 -0.15
N -0.17 0.31 0.34
N 0.99 1.06 -0.03
H 0.89 1.66 0.92
H 0.61 1.78 -0.73
```

Values from the calculation:
Lowest unoccupied orbital energy in eV: -0.28
Highest occupied orbital energy in eV: -9.8
Kohn-Sham gap in Ha: 0.349
Energy in eV: -10578.06806
ΔE to the lowest compared entry with this formula, charge and spin in eV: 3.6158